Entry 1:
The following is a DFT calculation (ωB97M-V with the def2-TZVPD basis set) of the molecule C4H8O3.

Last column: Mulliken charge in e.
Positions of all 15 atoms, in Å:
1 C -2.4181 0.1321 -0.4921  -0.6324
2 O -1.6146 0.1391 0.6771  -0.3630
3 C -0.2767 -0.0313 0.6044  0.6119
4 O 0.3082 0.6020 -0.4568  -0.3589
5 C 0.3722 -0.7029 1.5559  -0.7794
6 C 1.5774 0.1054 -0.8576  -0.4653
7 O 2.6304 0.3781 0.0119  -0.5024
8 H -2.2688 -0.7720 -1.0949  0.3005
9 H -3.4479 0.1413 -0.1246  0.2391
10 H -2.2488 1.0190 -1.1093  0.2538
11 H 1.4488 -0.6548 1.6240  0.3498
12 H -0.1990 -1.2244 2.3114  0.2596
13 H 1.5279 -0.9852 -0.9250  0.4602
14 H 1.7474 0.5592 -1.8389  0.3055
15 H 2.8656 1.3122 -0.0439  0.3209

Atoms 1-6, force components in eV/Å:
C -0.1 0.0 -0.2
O 0.2 0.1 0.1
C 0.1 -0.2 0.2
O -0.1 0.0 0.1
C 0.0 0.0 0.0
C 0.0 -0.2 -0.3

The calculation puts the orbital gap at 0.343 hartree. The spin multiplicity is 1. As for the charge: 0.


Entry 2:
The following is a DFT calculation (ωB97M-V with the def2-TZVPD basis set) of a structure of composition C31H41N5O5ReS2.

Last column: Mulliken charge in e.
Positions of all 85 atoms, in Å:
1 Re 11.3419 12.9419 13.6777  0.5561
2 C 12.6430 12.2302 20.7077  -1.3399
3 C 11.2065 12.5253 20.1090  1.6173
4 C 10.2572 11.3990 20.7028  -1.8289
5 C 10.8727 13.9070 20.6679  -1.4521
6 C 11.1855 12.6429 18.6242  0.1049
7 C 12.0926 13.5327 18.0093  -1.0754
8 C 12.1521 13.7719 16.6807  -0.6959
9 N 11.3243 13.0888 15.8702  0.1654
10 C 10.4772 12.0876 16.3949  0.4340
11 C 10.3728 11.8876 17.7797  -0.2429
12 C 9.7567 11.3411 15.4203  -0.2138
13 C 8.7031 10.5355 15.7984  -0.4892
14 C 8.1648 9.6375 14.8862  0.8615
15 C 8.7211 9.5486 13.6015  -1.0895
16 C 9.7863 10.3698 13.2890  -0.6816
17 N 10.1759 11.3756 14.1110  0.1988
18 C 7.0568 8.7133 15.2907  1.7413
19 C 7.6728 7.5641 16.1194  -1.3685
20 C 5.9101 9.3359 16.0510  -1.6862
21 C 6.3276 8.1303 14.0116  -1.7340
22 H 12.5664 12.0927 21.8219  0.4242
23 H 13.3042 13.1242 20.4712  0.3016
24 H 13.1466 11.3262 20.3028  0.3369
25 H 10.3658 11.3745 21.8080  0.4130
26 H 10.4878 10.3949 20.2719  0.4091
27 H 9.1824 11.6641 20.5232  0.3540
28 H 10.7575 13.9325 21.7724  0.3981
29 H 9.9347 14.2674 20.2445  0.3685
30 H 11.6456 14.6450 20.3639  0.3740
31 H 12.7576 14.1914 18.5827  0.3344
32 H 12.8936 14.4510 16.2602  0.6880
33 H 9.7219 11.1186 18.1342  0.8588
34 H 8.4088 10.7970 16.7998  0.3776
35 H 8.5299 8.7095 12.9366  0.3474
36 H 10.2456 10.2866 12.3249  0.7002
37 H 8.4460 7.9541 16.8290  0.2794
38 H 8.1901 6.8836 15.4206  0.3895
39 H 6.9021 6.9427 16.6404  0.3829
40 H 6.2803 9.7742 17.0162  0.3235
41 H 5.1425 8.6127 16.3227  0.5123
42 H 5.4484 10.1663 15.4849  0.3852
43 H 6.9722 7.3736 13.5255  0.3809
44 H 6.0407 8.9002 13.2416  0.3961
45 H 5.3260 7.7096 14.2236  0.3791
46 S 8.3329 15.5501 14.8317  0.0388
47 C 9.7802 16.4914 14.6959  -0.3513
48 C 10.6932 15.8161 13.8698  -0.5584
49 N 10.2907 14.5176 13.5183  0.4470
50 C 8.9853 14.3336 13.8488  -0.2242
51 H 9.8299 17.5488 15.0261  0.4507
52 H 11.6364 16.1896 13.5897  0.5462
53 H 8.3947 13.4165 13.8279  0.3687
54 C 16.1637 15.5965 11.2470  -1.2273
55 C 15.0043 15.3437 10.2688  -0.1777
56 N 15.2887 14.2006 9.4409  0.2761
57 C 16.5384 14.2593 8.6912  -0.6367
58 C 17.4172 13.0072 8.9486  -1.1260
59 C 14.3941 13.2138 9.0334  -0.0032
60 O 14.6892 12.3698 8.1926  -0.6157
61 C 13.0754 13.2073 9.7952  0.4294
62 C 11.9382 13.2585 8.9588  -0.2064
63 C 10.6387 13.1104 9.4876  -1.2501
64 C 10.5740 12.9675 10.8593  0.1229
65 N 11.6554 12.8650 11.6667  0.0144
66 C 12.9328 12.9196 11.1772  0.2436
67 H 15.7681 16.2555 12.0799  0.3379
68 H 17.0634 16.0322 10.8597  0.4851
69 H 16.4519 14.6957 11.7717  0.2957
70 H 14.8652 16.1956 9.5749  0.2778
71 H 14.0432 15.2486 10.8831  0.1168
72 H 17.0296 15.1898 9.0049  0.4206
73 H 16.3072 14.1913 7.6041  0.3021
74 H 17.6400 12.6900 9.9995  0.2281
75 H 18.3865 13.0916 8.5282  0.4024
76 H 16.8879 12.2053 8.4513  0.3340
77 H 12.1162 13.4318 7.8896  0.5224
78 H 9.7176 13.2881 8.8808  0.3655
79 H 9.6479 12.8653 11.3433  0.5887
80 H 13.7094 12.6301 11.8946  0.4124
81 O 15.1629 12.7349 13.3040  -0.5464
82 S 14.0415 12.7326 14.2297  0.9829
83 O 13.0088 11.5561 13.8591  -0.6334
84 O 13.0856 13.9659 13.8577  -0.7419
85 O 14.3279 12.7429 15.6215  -0.6077

Atoms 1-6, force components in eV/Å:
Re 7.4 -3.3 1.7
C 0.6 0.5 -0.5
C 0.4 -1.3 2.3
C -0.3 0.9 -0.5
C -0.5 0.9 0.2
C 1.1 0.1 -0.5

The calculation puts the orbital gap (alpha / beta) at 0.228 / 0.196 hartree. The spin multiplicity is 4. As for the charge: +2.


Entry 3:
The following is a DFT calculation (ωB97M-V with the def2-TZVPD basis set) of a structure of composition N6O34Pb6S4.

Last column: Mulliken charge in e.
Positions of all 50 atoms, in Å:
1 Pb -1.5022 -11.0684 -6.8124  1.4195
2 Pb -5.1770 -15.5148 -10.5046  1.3503
3 Pb -3.2233 -13.5983 -1.6411  1.1623
4 Pb -7.1147 -10.3119 -3.4330  1.2162
5 Pb -4.7900 -13.5564 -6.1389  2.0760
6 Pb -8.0327 -15.9931 -5.0692  1.4437
7 N -1.4238 -14.6851 -7.8074  1.0474
8 O -0.8805 -13.6679 -7.5181  -0.7767
9 O -2.0873 -15.3258 -7.0207  -0.5165
10 O -1.4542 -15.3498 -8.7504  -0.6683
11 N -5.5258 -17.1364 -6.8120  0.7918
12 O -6.3138 -17.9327 -6.1699  -0.6809
13 O -4.3864 -17.5627 -7.1459  -0.5313
14 O -5.8641 -16.0058 -7.1200  -0.3652
15 N -7.9132 -12.0518 -8.7629  0.7223
16 O -8.5463 -11.3053 -8.0819  -0.5406
17 O -7.0871 -12.7668 -8.2905  -0.4599
18 O -8.0018 -11.7942 -10.0166  -0.7258
19 N -10.5859 -14.5272 -7.3226  0.8519
20 O -11.1293 -15.4883 -7.7997  -0.7171
21 O -9.5321 -14.7330 -6.8480  -0.5200
22 O -11.1341 -13.4686 -7.2863  -0.6102
23 N -6.2368 -9.1627 -6.9395  0.7237
24 O -5.2070 -8.5912 -6.6171  -0.7078
25 O -6.6584 -8.9378 -8.0260  -0.5590
26 O -6.6297 -9.8039 -5.9650  -0.3906
27 N -1.0334 -17.4518 -4.6021  0.9801
28 O -0.1677 -18.3192 -4.5348  -0.7199
29 O -2.0446 -17.6259 -5.2356  -0.5142
30 O -0.6833 -16.5838 -3.8398  -0.6267
31 S -7.3705 -13.0273 -4.3505  1.5479
32 O -8.3626 -11.9655 -4.4896  -0.7682
33 O -6.1053 -12.3184 -4.1812  -0.6525
34 O -7.9535 -13.8282 -3.3318  -0.7961
35 O -7.0802 -13.7811 -5.5191  -0.4489
36 S -3.5238 -10.8210 -4.1513  0.7861
37 O -4.4811 -9.9426 -3.7435  -0.6033
38 O -3.6147 -11.5832 -5.4811  -0.1147
39 O -2.5432 -9.8545 -4.6497  -0.9140
40 O -3.0402 -11.6835 -3.1321  -0.4993
41 S -3.6864 -12.6582 -9.2730  0.7968
42 O -2.6086 -12.7294 -10.1414  -0.6558
43 O -3.2032 -12.1270 -8.0015  -0.4460
44 O -4.7975 -11.7915 -9.5964  -0.4823
45 O -4.1756 -13.9524 -8.9667  -0.3968
46 S -4.9556 -15.5312 -3.1544  1.1291
47 O -4.0561 -16.4836 -2.3997  -0.6328
48 O -6.0232 -16.1366 -3.9000  -0.5277
49 O -5.4507 -14.7691 -2.1295  -0.7274
50 O -4.2101 -14.5740 -3.9907  -0.7482

Atoms 1-6, force components in eV/Å:
Pb -2.4 -1.6 0.0
Pb 1.0 2.6 3.1
Pb -1.2 -1.4 -2.5
Pb 1.0 0.2 -2.8
Pb 1.2 -0.3 -1.5
Pb 0.3 0.2 -1.1

The calculation puts the orbital gap at 0.086 hartree. The spin multiplicity is 1. As for the charge: -2.


Entry 4:
The following is a DFT calculation (ωB97M-V with the def2-TZVPD basis set) of a cluster of 2 separate species, C5H12O in total.

Last column: Mulliken charge in e.
Positions of all 18 atoms, in Å:
1 C -1.9160 1.7453 -0.7568  -0.8872
2 C -0.3021 -0.6521 0.7310  -0.4969
3 C -0.9762 -1.6768 0.2238  -0.6167
4 C 0.9072 -0.0302 0.0874  0.5430
5 C 2.1542 -0.5268 0.8192  -1.3428
6 O 0.9384 -0.3904 -1.2819  -0.5260
7 H -1.5116 2.1376 0.1843  0.1959
8 H -1.3434 2.1457 -1.5997  0.2347
9 H -2.9697 2.0288 -0.8448  0.3251
10 H -0.5888 -0.2148 1.6876  0.2953
11 H -0.7093 -2.0917 -0.7436  0.2523
12 H -1.8244 -2.1091 0.7462  0.2805
13 H -1.8286 0.6567 -0.7547  0.1676
14 H 0.8363 1.0675 0.1856  0.1707
15 H 3.0722 -0.1038 0.3930  0.4068
16 H 2.1926 -1.6179 0.7380  0.3388
17 H 2.1170 -0.2575 1.8805  0.3537
18 H 1.7745 -0.0731 -1.6454  0.3052

Atoms 1-6, force components in eV/Å:
C 0.0 0.0 0.0
C -0.1 -0.2 0.0
C 0.1 0.1 0.1
C -0.1 0.0 0.3
C 0.1 0.0 0.0
O 0.2 0.1 -0.1

The calculation puts the orbital gap at 0.384 hartree. The spin multiplicity is 1. As for the charge: 0.


Entry 5:
The following is a DFT calculation (ωB97M-V with the def2-TZVPD basis set) of a cluster of 2 separate species, C4H7NO2 in total.

Last column: Mulliken charge in e.
Positions of all 14 atoms, in Å:
1 C 0.9733 -0.4753 -1.2598  -1.0429
2 C -0.2649 -1.0395 -0.5594  -0.3507
3 C -0.7243 -0.5397 0.7678  -0.1347
4 N 0.0364 0.1127 1.5433  -0.6428
5 C -0.2175 2.2405 0.5905  0.8185
6 O -0.0634 2.7356 1.6355  -0.4199
7 O -0.4258 1.8933 -0.5056  -0.4083
8 H 1.6130 0.0899 -0.5776  0.3081
9 H 0.7250 0.1765 -2.1034  0.2598
10 H 1.5471 -1.3183 -1.6551  0.3500
11 H -1.1013 -1.1824 -1.2520  0.3190
12 H -0.0218 -2.0294 -0.1410  0.3025
13 H -1.7067 -0.9419 1.0557  0.4050
14 H -0.3692 0.2780 2.4611  0.2365

Atoms 1-6, force components in eV/Å:
C 0.1 -0.1 0.0
C 0.1 -0.4 0.1
C 0.1 0.2 0.2
N -0.2 -0.5 0.0
C -0.1 0.9 -0.3
O -0.1 -0.2 -0.7

The calculation puts the orbital gap at 0.405 hartree. The spin multiplicity is 1. As for the charge: 0.


Entry 6:
The following is a DFT calculation (ωB97M-V with the def2-TZVPD basis set) of the molecule C9H9ClO.

Last column: Mulliken charge in e.
Positions of all 20 atoms, in Å:
1 C -2.3774 -1.1419 0.0889  -0.3725
2 C -1.5746 -1.0505 1.1917  -0.4642
3 C -1.8193 -1.1633 -1.1775  -0.4375
4 C -0.2468 -0.7549 1.0467  -0.1006
5 C -0.4492 -1.0718 -1.3234  -0.2775
6 C 0.3034 -0.7630 -0.2049  -0.0100
7 C 1.9001 1.2148 -0.1079  -0.0508
8 C 1.6606 -0.2114 -0.3287  0.6011
9 C 0.7842 2.1137 0.3571  -1.2480
10 O 1.9580 0.6521 -1.4558  -0.4890
11 Cl 2.9779 -1.4039 -0.0331  -0.2335
12 H -3.5195 -1.2313 0.0927  0.2731
13 H -1.8330 -1.0819 2.3136  0.2415
14 H -2.5211 -1.2545 -1.9751  0.4191
15 H 0.3140 -0.4111 1.9472  0.4415
16 H 0.1367 -1.0643 -2.3154  0.2847
17 H 2.8375 1.6372 0.3014  0.3716
18 H -0.0235 2.2037 -0.3634  0.3340
19 H 1.1575 3.0633 0.7492  0.3469
20 H 0.3347 1.7191 1.1968  0.3700

Atoms 1-6, force components in eV/Å:
C -2.6 -0.6 -0.4
C -0.4 0.3 3.3
C 0.2 -0.2 0.2
C 0.6 0.3 0.9
C 1.2 0.6 -1.8
C 0.5 0.3 -0.3

The calculation puts the orbital gap at 0.384 hartree. The spin multiplicity is 1. As for the charge: 0.


Entry 7:
The following is a DFT calculation (ωB97M-V with the def2-TZVPD basis set) of a cluster of 4 separate species, C11H29FO7S4 in total.

Last column: Mulliken charge in e.
Positions of all 52 atoms, in Å:
1 C -2.2390 2.1609 2.9369  -1.3024
2 C -1.6156 0.8541 2.4660  0.2252
3 O -0.5173 0.4852 3.2727  -0.5296
4 C -1.1994 1.0530 1.0380  -0.9395
5 O -0.3079 -0.0249 0.6040  0.0038
6 S 0.2596 0.3859 -0.8469  0.7113
7 O 1.3386 -0.5052 -1.1088  -0.6071
8 O -0.9895 -0.1500 -1.8124  -0.2559
9 C -0.9357 0.5381 -3.0598  0.5665
10 C -2.0473 1.5398 -3.2075  -1.1398
11 F -1.0315 -0.4142 -4.0327  -0.3565
12 H -1.4736 2.7766 3.3879  0.3366
13 H -2.6296 2.7283 2.0989  0.3634
14 H -3.0511 2.0016 3.6283  0.3360
15 H -2.3216 0.0521 2.5446  0.2341
16 H 0.0904 1.2332 3.3646  0.3397
17 H -0.6502 1.9862 0.9420  0.6673
18 H -2.0489 1.1356 0.3749  0.3053
19 H 0.0365 1.0020 -3.1711  0.1511
20 H -2.5860 1.6838 -2.2879  0.2538
21 H -1.6393 2.4887 -3.5218  0.2757
22 H -2.7249 1.1949 -3.9700  0.3980
23 C 3.0645 3.1238 -1.3828  -0.8263
24 S 1.9052 4.2774 -2.1257  0.3837
25 O 0.6855 3.4956 -2.4726  -0.4762
26 C 2.8213 4.5189 -3.6513  -0.9588
27 H 2.6561 2.8079 -0.4251  0.1989
28 H 3.1886 2.2559 -2.0309  0.2844
29 H 4.0203 3.6224 -1.2236  0.4269
30 H 2.9631 3.5594 -4.1485  0.2879
31 H 3.7833 4.9779 -3.4246  0.3855
32 H 2.2404 5.1822 -4.2883  0.3270
33 C -2.5039 -4.1053 1.3775  -1.2030
34 S -2.4047 -2.4316 0.7305  0.9348
35 O -3.3936 -1.6193 1.4932  -0.7700
36 C -3.1552 -2.7919 -0.8605  -1.0628
37 H -2.1186 -4.0918 2.3948  0.3521
38 H -3.5415 -4.4396 1.3822  0.3725
39 H -1.8922 -4.7662 0.7634  0.3515
40 H -4.1496 -3.2129 -0.7102  0.4342
41 H -2.5215 -3.4901 -1.4070  0.3727
42 H -3.2268 -1.8574 -1.4130  0.1744
43 C 3.2898 -4.0569 2.8507  -0.9241
44 S 3.8765 -2.8622 1.6404  0.4793
45 O 4.8027 -1.9422 2.3530  -0.6381
46 C 2.3161 -1.9982 1.4507  -0.7264
47 H 4.1320 -4.6807 3.1426  0.3352
48 H 2.9008 -3.5330 3.7239  0.2965
49 H 2.5150 -4.6776 2.4004  0.3251
50 H 1.9909 -1.6142 2.4188  0.3273
51 H 1.5703 -2.6786 1.0405  0.3172
52 H 2.4688 -1.1775 0.7615  0.1819

Atoms 1-6, force components in eV/Å:
C -0.1 -0.1 -0.3
C 0.2 0.5 0.3
O 0.4 -0.1 0.3
C 0.6 -0.2 -0.1
O -0.7 0.4 -0.7
S -0.4 0.7 0.0

The calculation puts the orbital gap at 0.329 hartree. The spin multiplicity is 1. As for the charge: 0.


| no. | molar mass (g/mol) |
| --- | --- |
| 1 | 104.1 |
| 2 | 814.0 |
| 3 | 1999.5 |
| 4 | 88.1 |
| 5 | 101.1 |
| 6 | 168.6 |
| 7 | 420.6 |